[1]
ORCA calculation (ωB97M-V with the def2-TZVPD basis set) on a structure of composition C6H23B2NO2Ti.

Geometry as XYZ:
```
35
C6H23B2NO2Ti ωB97M-V with the def2-TZVPD basis set
Ti -0.736 0.616 -1.328
B 0.404 2.966 -0.951
H 1.075 2.032 -1.019
H -0.334 3.082 -1.844
H -0.217 3.030 0.037
H 1.114 3.891 -0.922
B -2.801 0.711 -2.428
H -3.116 0.952 -1.358
H -1.956 1.344 -2.840
H -2.398 -0.355 -2.483
H -3.720 0.804 -3.132
C 0.364 -0.534 4.845
O -0.057 -0.480 3.511
C 0.815 0.204 2.645
C 0.111 0.412 1.293
N -0.522 -0.814 0.781
C 0.594 -1.632 0.220
C 0.344 -1.957 -1.252
O 0.655 -0.869 -2.105
C 1.000 -1.103 -3.430
H -0.493 -0.684 5.504
H 0.662 0.477 5.162
H 1.155 -1.262 5.022
H 1.814 -0.259 2.579
H 1.066 1.190 3.068
H 0.865 0.768 0.597
H -0.722 1.075 1.550
H -0.906 -1.156 1.659
H 0.669 -2.562 0.798
H 1.597 -1.218 0.327
H -0.639 -2.364 -1.509
H 0.968 -2.840 -1.503
H 0.159 -1.417 -4.060
H 1.789 -1.856 -3.557
H 1.395 -0.191 -3.874
```

Properties
Net charge = -1
Kohn-Sham gap (alpha / beta) = 3.094 / 8.085 eV
Energy relative to the best compared isomer or geometry (same formula, charge and spin) = 10.2 kcal per mole
Multiplicity = 4
Total energy = -1346.58480 Ha

[2]
ORCA calculation (ωB97M-V with the def2-TZVPD basis set) on the ion C5H9N4S with charge +1.

Geometry as XYZ:
```
19
C5H9N4S ωB97M-V with the def2-TZVPD basis set
C -2.445 -0.770 2.478
C 0.367 -0.189 -0.145
C 2.612 0.700 -0.692
C -2.348 -1.002 0.319
C -3.580 -1.418 0.723
N -1.669 -0.609 1.424
N -3.621 -1.263 2.077
N 1.320 0.030 -0.971
N 2.880 1.570 -1.784
S 0.127 0.118 1.405
H -2.170 -0.537 3.486
H 2.495 1.169 0.299
H 3.389 -0.071 -0.636
H -1.898 -0.952 -0.652
H -4.407 -1.799 0.161
H -4.412 -1.475 2.669
H 1.218 -0.242 -1.946
H 3.858 1.665 -2.013
H 2.454 2.483 -1.693
```

Properties
Net charge = +1
Kohn-Sham gap = 9.186 eV
Energy relative to the best compared isomer or geometry (same formula, charge and spin) = 21.1 kcal per mole
Multiplicity = 1
Total energy = -812.84492 Ha

[3]
ORCA calculation (ωB97M-V with the def2-TZVPD basis set) on a structure of composition C14H14N3O2SbSe4SnTe.

Geometry as XYZ:
```
40
C14H14N3O2SbSe4SnTe ωB97M-V with the def2-TZVPD basis set
Sn -0.167 0.050 -0.587
O -1.169 -1.222 3.239
C -0.984 -1.161 2.061
N 0.118 -0.591 1.393
C 1.112 0.115 2.104
O 1.122 0.404 3.263
C 2.233 0.561 1.179
C 3.509 0.789 1.641
C 4.483 1.162 0.723
C 4.147 1.295 -0.617
C 2.844 1.058 -1.010
N 1.908 0.706 -0.119
C -1.995 -1.736 1.086
C -2.916 -2.677 1.491
C -3.810 -3.166 0.548
C -3.757 -2.698 -0.758
C -2.805 -1.755 -1.093
N -1.948 -1.283 -0.179
H 3.720 0.664 2.694
H 5.499 1.343 1.050
H 4.886 1.574 -1.356
H 2.535 1.133 -2.045
H -2.914 -3.008 2.520
H -4.543 -3.912 0.828
H -4.442 -3.059 -1.512
H -2.712 -1.370 -2.100
C -1.789 2.199 2.188
Te -1.620 2.413 0.082
C 0.036 3.753 0.076
H -0.888 1.781 2.627
H -2.653 1.568 2.382
H -1.981 3.213 2.538
H -0.360 4.762 0.002
H 0.657 3.524 -0.785
H 0.584 3.612 1.003
Se 2.674 -0.986 -6.075
Sb 0.868 -2.063 -5.103
Se 1.201 -4.430 -4.520
Se -1.214 -1.534 -6.280
Se 0.535 -1.029 -2.580
```

Properties
Net charge = +2
Kohn-Sham gap (alpha / beta) = 5.753 / 5.777 eV
Energy relative to the best compared isomer or geometry (same formula, charge and spin) = 84.5 kcal per mole
Multiplicity = 1
Total energy = -11184.36648 Ha

| no. | molecular weight (u) |
| --- | --- |
| 1 | 210.75 |
| 2 | 157.22 |
| 3 | 940.20 |